63
Properties=species:S:1:pos:R:3:lowdin_spin:R:1 method="wB97M-V/def2-TZVPD" energy_ha=-2581.56773 gap_ev="7.63 / 6.09" de_lowest_ev=0.0000 total_charge=0 s_squared=6.045 multiplicity=5
O 0.39 0.32 -7.66 0.000
C 0.31 1.63 -8.36 0.000
C 0.12 1.00 -9.72 0.000
H 1.25 2.18 -8.29 0.000
H -0.56 2.22 -8.04 0.000
C 0.29 -0.33 -8.96 0.000
H 0.91 1.20 -10.44 0.000
H -0.87 1.13 -10.15 0.000
C 1.55 -1.02 -9.41 0.000
H 2.42 -0.36 -9.46 0.000
H 1.39 -1.39 -10.43 0.000
H 1.76 -1.90 -8.79 0.000
C -0.91 -1.21 -9.09 0.000
H -1.84 -0.68 -8.84 0.000
H -0.78 -2.10 -8.47 0.000
H -0.99 -1.54 -10.14 0.000
Co 0.04 0.22 0.45 2.633
C -2.25 -0.64 1.17 0.166
C -1.69 0.67 1.36 0.028
C -1.64 1.31 0.04 0.035
H -1.59 1.18 2.31 0.000
C -2.18 0.36 -0.90 0.107
C -2.55 -0.81 -0.20 0.123
H -3.05 -1.67 -0.64 0.005
H -2.46 -1.34 1.98 0.005
H -1.45 2.36 -0.15 0.001
H -2.39 0.57 -1.95 0.004
C 0.97 -1.42 1.33 0.100
C 0.31 -2.36 0.46 0.193
C 0.87 -2.22 -0.83 0.078
H -0.43 -3.09 0.76 0.007
C 1.88 -1.23 -0.79 0.226
C 1.96 -0.72 0.54 0.035
H 2.75 -0.08 0.93 -0.001
H 0.90 -1.40 2.42 0.003
H 0.63 -2.83 -1.70 0.001
H 2.54 -0.96 -1.61 0.008
O 0.56 0.34 -2.63 0.011
C -0.02 -0.36 -3.73 0.001
C -0.27 0.68 -4.83 0.000
H -0.94 -0.88 -3.41 0.000
H 0.70 -1.14 -4.02 0.000
C 0.56 1.91 -4.40 0.000
H -1.34 0.95 -4.84 0.000
H 0.03 0.28 -5.81 0.000
C 0.59 1.76 -2.89 0.001
H 0.14 2.87 -4.73 0.000
H 1.58 1.79 -4.76 0.000
H -0.25 2.30 -2.42 0.000
H 1.50 2.12 -2.39 0.000
C 0.79 1.52 1.46 0.116
C 1.27 2.12 2.44 0.083
C 1.63 2.45 3.77 0.006
C 0.76 3.27 4.51 0.008
C 0.85 3.27 5.90 -0.001
C 1.85 2.52 6.55 0.008
C 2.82 1.84 5.79 -0.001
C 2.74 1.82 4.40 0.008
H -0.02 3.83 4.00 0.001
H 0.13 3.85 6.49 0.000
H 1.89 2.49 7.64 0.001
H 3.62 1.31 6.30 0.000
H 3.48 1.29 3.80 0.000